This record from the Open Molecules 2025 dataset describes 10 unconnected molecules or ions with the total composition C20H60N4O10. The level of theory is ωB97M-V with the def2-TZVPD basis set.

Last column: Mulliken charge in e.
Positions of all 94 atoms, in Å:
C: 1.82657 2.45274 -2.25195  -0.90
O: 0.86957 2.02574 -3.20195  -0.46
H: 2.60157 1.73174 -2.07695  0.39
H: 1.43357 2.93674 -1.32495  0.05
H: 2.41957 3.28374 -2.79795  0.43
H: 1.35257 2.07774 -4.06795  0.29
C: -1.54143 3.34474 -1.46895  -0.49
O: -2.29943 4.28774 -0.84095  -0.48
H: -1.06443 2.65174 -0.79495  -0.18
H: -0.77043 3.74574 -2.18395  0.39
H: -2.25143 2.81574 -1.98195  0.30
H: -2.42443 5.03374 -1.43995  0.30
C: -0.53243 0.15374 -0.22095  -0.02
O: 0.63657 -0.52426 0.21805  2.18
H: -0.17843 0.81574 -0.91295  0.33
H: -1.18243 0.66074 0.48505  -0.60
H: -1.07643 -0.61226 -0.80895  -0.26
H: 1.08657 -0.64526 -0.63795  -0.78
C: 0.82957 -1.17626 -3.10095  -0.22
O: -0.51243 -0.82126 -3.25695  -0.61
N: 1.44957 -2.19726 -3.49695  -0.11
N: 1.55157 -0.41326 -2.33295  0.26
H: 1.01657 -2.78526 -4.14495  0.35
H: 2.33857 -2.58126 -3.13195  0.19
H: 1.20857 0.55474 -2.19195  -0.45
H: 2.66757 -0.43926 -2.42595  0.37
C: -3.30143 0.59174 -3.10895  -0.03
O: -3.02643 0.40374 -1.86795  -0.83
N: -4.49643 0.27074 -3.42495  -0.45
N: -2.94343 -0.17226 -4.06995  -0.39
H: -4.92343 1.17574 -3.92895  0.30
H: -5.12443 0.36174 -2.59895  0.31
H: -2.68843 0.57374 -4.84395  0.37
H: -1.91943 -0.46326 -3.80695  0.63
C: -2.19643 -4.92726 -0.76895  -1.68
C: -1.44743 -3.65526 -1.12595  1.21
C: -0.04643 -3.66826 -0.55695  -0.60
O: -1.36343 -3.31226 -2.30295  -0.56
H: -3.28843 -4.79926 -0.83495  0.37
H: -1.92943 -5.04126 0.28905  0.36
H: -2.01143 -5.74226 -1.38195  0.42
H: -2.01843 -2.78926 -0.73295  -0.04
H: 0.53157 -4.58026 -0.36695  0.38
H: -0.11143 -3.47926 0.54205  0.02
H: 0.52657 -2.87826 -1.01195  0.00
H: -0.46143 -3.38426 -2.57295  0.21
C: 0.87657 -1.95126 4.86805  -1.76
C: 0.63457 -1.50626 3.45505  1.78
C: -0.61843 -0.65426 3.52205  -1.12
O: 1.58457 -0.80226 2.93505  -0.54
H: 1.76557 -2.62126 4.94005  0.38
H: -0.00243 -2.37026 5.27305  0.43
H: 1.03957 -1.04326 5.45805  0.37
H: 0.40357 -2.26626 2.71005  -0.41
H: -0.55343 0.40874 3.79405  0.33
H: -1.46743 -1.17626 4.08305  0.37
H: -0.99743 -0.60326 2.51905  -0.12
H: 1.47057 -0.79426 2.01805  -0.20
C: 4.52757 -0.93526 1.33305  -1.30
C: 4.44457 -2.31426 0.73005  0.28
C: 3.05757 -2.71726 0.40005  -0.54
O: 5.15257 -2.50426 -0.30295  -0.52
H: 3.91457 -0.66926 2.20305  0.21
H: 4.22157 -0.20926 0.63505  0.36
H: 5.53457 -0.62126 1.62005  0.44
H: 4.87557 -2.93626 1.55205  0.21
H: 2.68657 -2.13926 -0.51995  -0.10
H: 2.53057 -2.47626 1.36705  0.19
H: 3.02357 -3.82526 0.32405  0.40
H: 6.04657 -2.09626 -0.20795  0.38
C: -2.82643 2.23474 2.07805  -0.79
C: -3.92243 1.74374 1.21005  0.80
C: -4.51243 2.59174 0.13305  -1.19
O: -3.78643 0.59674 0.68005  -0.52
H: -2.12243 2.91874 1.56305  -0.04
H: -2.32143 1.42274 2.53405  -0.06
H: -3.31343 2.72674 2.95205  0.50
H: -4.70243 1.52774 1.86505  0.34
H: -4.43543 3.68274 0.36405  0.22
H: -5.56643 2.29274 0.16205  0.36
H: -4.14843 2.52974 -0.86895  0.21
H: -3.58443 0.71674 -0.22195  0.41
C: 2.91857 2.07474 1.22805  -0.49
C: 2.08257 3.22074 1.78505  -0.19
C: 0.63257 2.76774 2.04705  -0.43
O: 2.41757 3.75474 2.87405  -0.50
H: 2.78357 1.88774 0.23305  -0.20
H: 2.86357 1.18874 1.85005  0.12
H: 3.93557 2.40374 1.31805  0.62
H: 2.03257 3.98874 1.07005  0.38
H: -0.03543 3.55974 2.45605  0.47
H: 0.72957 1.97074 2.82005  0.07
H: 0.16157 2.33574 1.15005  -0.26
H: 3.35257 3.82374 2.87705  0.37

Forces on the atoms, in the same order (eV/Å):
1.6 3.7 -1.3
0.3 0.3 -0.9
0.2 -0.6 0.6
-0.1 -0.9 -0.8
-0.7 -0.8 1.2
-1.0 -0.3 1.1
2.1 0.2 -1.1
-0.3 2.7 1.5
0.1 0.1 0.5
-0.6 -0.2 0.7
-1.1 -2.1 -2.0
0.0 -0.2 0.3
-1.1 -2.8 -0.2
0.6 0.1 1.2
0.3 2.3 -1.9
0.4 -0.4 0.6
-0.5 0.8 0.5
0.2 -0.3 0.8
-8.6 4.6 0.5
7.6 -2.4 0.2
2.7 -5.1 -1.9
5.0 3.2 1.9
-0.8 -1.0 -1.0
-0.9 1.0 -0.1
0.0 -1.5 -0.5
-3.5 -0.1 0.3
0.7 -4.5 10.0
1.6 2.7 -2.7
-17.6 7.2 1.1
16.0 -1.0 -9.1
0.5 -2.4 0.3
0.0 0.1 0.2
-0.6 -2.2 0.6
-1.4 0.2 -1.2
-1.3 1.8 1.6
-0.9 -1.4 8.8
0.1 -0.2 3.6
0.1 1.6 -11.3
0.3 0.2 0.1
-0.3 -0.8 -0.2
1.1 -1.7 -1.0
0.0 -0.5 1.6
-0.2 -0.5 -1.5
0.0 0.8 -0.6
0.4 0.2 0.1
0.4 0.0 -1.0
2.2 0.0 -0.2
-4.8 -1.4 1.9
-2.7 -0.5 -0.1
5.6 2.9 0.4
-0.7 0.4 0.2
-0.8 -0.9 0.4
0.3 -0.1 0.0
-0.3 -1.2 0.6
0.6 -0.5 0.6
1.1 0.8 -0.5
-0.4 0.1 -0.8
-0.3 0.5 -2.6
0.2 1.1 0.7
-2.2 0.3 6.7
-1.3 -0.1 1.3
5.8 0.1 -6.7
0.0 -1.0 0.0
-0.4 1.0 -1.4
0.3 -0.4 -0.1
-0.8 -0.4 0.1
0.3 -1.0 1.5
-0.4 -0.2 -1.4
-0.2 0.7 -0.6
-0.9 -0.6 -0.2
0.4 2.1 0.6
-1.4 4.1 1.6
-1.6 3.2 1.1
1.9 -7.5 -1.7
-0.3 -0.3 0.5
0.7 -1.0 0.1
0.6 0.3 -0.7
-1.8 0.7 1.9
-0.4 -0.7 0.0
0.0 0.3 -0.6
0.6 -0.6 -0.4
0.7 -0.6 -2.0
0.7 0.9 3.2
-4.8 -3.6 -5.7
-0.3 -0.8 0.0
2.7 2.5 7.2
-0.8 -0.7 -2.5
-0.4 -0.2 -0.1
1.1 0.2 0.0
0.0 1.1 -2.1
0.7 -0.3 -0.4
-0.3 0.4 -0.5
0.1 0.1 0.3
1.5 0.5 0.6

Values from the calculation:
- HOMO: -7.85 eV
- Relative energy (zero: lowest compared OMol25 entry of this formula, charge and spin): 17.215 eV
- E: -48133.1746 eV
- Strongest force on any atom: 19.1 eV/Å
- Gap between HOMO and LUMO: 0.27908 hartree